Record 1
17
Properties=species:S:1:pos:R:3:nbo_charge:R:1 method="wB97M-V/def2-TZVPD" total_charge=+1 e_above_lowest_kj_mol=297.4
O -3.1516 1.1517 1.0404 -0.73
N 2.7104 -0.1107 -1.0319 -0.67
N 0.2994 -1.1381 1.4982 -0.76
C 1.3586 -0.5023 -0.6471 -0.27
C 1.3048 -1.1191 0.5598 0.09
C -3.0058 0.9224 -0.4070 -0.25
H -2.9143 2.0769 1.1440 0.46
H -3.5546 0.0086 -0.6281 0.20
H 3.3198 -0.8952 -1.2596 0.43
H 0.5631 -0.0852 -1.2736 0.24
H -3.3922 1.8322 -0.9148 0.19
H 0.5680 -1.5073 2.3986 0.42
H 2.8116 0.5453 -1.8158 0.46
H 3.2710 0.3050 -0.2595 0.44
H -0.5027 -0.4967 1.4330 0.43
H -1.9290 0.7016 -0.6534 0.13
H 2.2435 -1.6890 0.8169 0.20

Record 2
15
Properties=species:S:1:pos:R:3:nbo_charge:R:1 method="wB97M-V/def2-TZVPD" e_above_lowest_kj_mol=287.9
S -0.2508 0.4392 0.4491 0.35
N -0.5913 1.9646 -3.2730 -0.57
N 0.0782 -0.4921 -0.9599 -0.55
C 0.3754 1.4100 -2.6557 0.06
C -0.0671 -0.5341 3.0092 -0.64
C 0.3327 0.0039 -2.1476 0.01
C 0.0096 -1.0271 1.5807 -0.50
H -0.8305 -1.6949 1.4718 0.22
H -0.0086 0.5810 2.9266 0.21
H 1.2204 1.9913 -2.2477 0.19
H -1.3783 1.3617 -3.6836 0.35
H 0.5772 -0.8549 -2.8178 0.20
H -1.1076 -0.7190 3.3387 0.21
H 0.6253 -0.9770 3.7912 0.23
H 1.0156 -1.4525 1.2180 0.23

Record 3
107
Properties=species:S:1:pos:R:3:mulliken_charge:R:1 method="wB97M-V/def2-TZVPD" smiles="C[C@H]1COC(=O)O1.C[C@H]1COC(=O)O1.C[C@H]1COC(=O)O1.COC(=O)OC.COC(=O)OC.COC(=O)OC.COC(=O)OC.COC(=O)OC.BrCCBr"
Br 1.5846 -0.7119 -0.8676 0.23
Br -2.9378 -0.1441 -0.6863 -0.12
O 1.7685 3.8909 -2.1800 -0.38
O -2.5179 0.9635 -5.8921 -0.38
O -0.0283 0.5115 4.6671 -0.36
O -0.5704 -4.3505 1.3746 -0.36
O 3.1818 -1.2009 -4.2322 -0.25
O 1.0347 1.8670 3.3829 -0.40
O 2.2959 2.0550 -3.3956 -0.58
O -6.6185 -0.6529 1.3807 -0.27
O 0.8659 -0.2841 2.7723 -0.31
O -1.7393 1.1108 -3.8304 0.05
O -0.7032 -4.3455 -0.8558 -0.52
O -7.9757 0.1885 2.9742 -0.57
O -2.4751 3.1970 1.9642 -0.35
O -7.7733 -2.0067 2.5776 -0.35
O -0.5975 -0.0940 -5.3233 -0.53
O 8.0677 0.3524 0.8552 -0.36
O 3.6226 2.9500 -1.7787 -0.37
O 1.2953 -4.0967 0.1509 -0.23
O 6.2485 -0.8020 0.4374 -0.36
O -4.3524 4.0808 1.0787 -0.54
O 6.1135 1.1669 1.5190 -0.53
O 5.2636 -0.5848 -4.1308 -0.33
O -4.3716 2.9863 3.0399 -0.39
O 4.6353 -2.4081 -3.0117 -0.65
C -3.3983 2.3926 3.9339 0.73
C -4.6385 2.1237 -5.5790 -1.44
C -0.2560 -0.4346 -1.4376 -0.51
C -2.7355 2.1535 -3.8607 -0.34
C -3.9775 1.0411 4.2991 -1.39
C 6.5911 -0.7672 -3.6807 -0.50
C -2.1530 2.3829 3.0590 0.32
C -3.7893 3.5168 1.9490 0.56
C 8.7937 -0.7928 0.4071 -0.63
C 0.6477 0.6223 3.5295 0.59
C 2.1451 -2.1572 -4.1072 -0.34
C -7.4979 -0.7365 2.3637 0.81
C 0.2307 -4.8853 3.5387 -1.54
C -0.6383 -0.7140 4.9775 -0.71
C 4.7178 2.1031 -2.0456 -0.36
C -1.1611 -0.7834 -0.2412 -0.06
C 4.3702 -1.4896 -3.7546 0.89
C -3.1312 2.1475 -5.3414 0.42
C 6.7391 0.3151 0.9810 0.82
C -0.0427 -4.2657 0.1219 0.50
C 1.6981 -4.0598 1.5303 -0.13
C 2.5391 2.8675 -2.5495 0.84
C 0.3884 -3.9479 2.3346 1.27
C -8.5007 -2.3566 3.7594 -0.62
C 4.8496 -0.9837 0.3329 -0.19
C -6.1517 0.6293 1.0203 -0.21
C 0.4660 3.9086 -2.6966 -0.40
C 1.5357 2.3225 2.1297 -0.64
C -1.4950 0.6518 -5.0678 0.54
H -0.1880 4.5547 -2.1096 0.36
H -1.5937 -0.5434 5.4793 0.25
H 1.0155 -4.8739 4.2934 0.37
H -1.1437 -1.8686 -0.1703 0.12
H 7.1299 0.1269 -3.9783 0.30
H -5.0956 3.0744 -5.3005 0.37
H -4.9437 1.0988 4.7993 0.46
H -0.5334 -1.1203 -2.2324 0.51
H 2.3331 1.6508 1.8036 0.32
H 4.4798 1.0876 -1.7095 -0.05
H 9.8398 -0.5493 0.5748 0.32
H -0.0132 2.9367 -2.8122 -0.14
H -5.7752 1.1826 1.8802 0.09
H -0.0506 -1.3546 5.6323 0.35
H 5.5427 2.4159 -1.4084 0.30
H -0.9474 -1.2353 4.0673 0.27
H -0.7572 -0.3281 0.6598 0.03
H 4.4309 -1.6673 1.0700 0.27
H 5.0961 1.9546 -3.0571 0.38
H -2.3721 3.1158 -3.5151 0.19
H 2.5066 -3.1771 -3.9858 0.33
H -1.9364 1.3450 2.7736 -0.34
H 1.4712 -1.8824 -3.2986 -0.15
H 0.8130 2.3495 1.3112 0.26
H -3.5585 1.7419 -3.2757 0.21
H -0.7203 -4.6691 4.0197 0.35
H -8.6118 -3.4348 3.7863 0.21
H -6.8944 1.3025 0.5863 0.37
H -3.4027 3.0072 4.8364 0.19
H 4.7294 -1.4629 -0.6433 0.16
H -5.3610 0.5358 0.2808 -0.20
H -4.0701 0.3843 3.4336 0.38
H 0.2915 -2.8948 2.6186 -0.43
H 2.2959 -3.1504 1.5887 0.06
H -3.3376 0.5556 5.0448 0.18
H 4.2778 -0.0588 0.2596 -0.04
H -5.0636 1.3522 -4.9373 0.35
H -2.6574 2.9705 -5.8841 0.28
H 8.7448 -0.8474 -0.6847 0.19
H 0.2453 -5.8714 3.0706 0.43
H 1.8919 3.3223 2.3571 0.29
H 8.4289 -1.7126 0.8494 0.30
H 2.2575 -4.9497 1.8248 0.25
H 1.5614 -2.0951 -5.0250 0.26
H -1.2228 2.7429 3.5006 0.25
H 0.4578 4.3791 -3.6895 0.37
H -4.8609 1.9578 -6.6306 0.36
H 6.7222 -0.8013 -2.5892 0.02
H -9.4761 -1.8829 3.6498 0.29
H -7.9639 -2.0046 4.6375 0.28
H -0.3964 0.6124 -1.6737 -0.03
H 6.9222 -1.7641 -3.9749 0.37

Q: Which gap between HOMO and LUMO values were calculated for the entries above? A: 9.33; 9.38; 10.38, in eV.